A molecular structure, C8H8O5V. Source: the Open Molecules 2025 dataset; level of theory: ωB97M-V with the def2-TZVPD basis set.

Geometry (Å):
O (-3.4073, 0.3278, 1.0934)
C (-2.5985, 0.2488, 0.2843)
V (-1.2010, 0.1388, -0.9882)
O (-1.6458, 3.0451, -1.6902)
C (-1.5005, 1.9262, -1.4398)
C (-2.2186, -1.1577, -1.9131)
O (-2.8174, -1.9772, -2.4606)
C (0.1145, 0.0272, -2.3015)
O (0.9258, -0.0373, -3.1167)
C (2.0714, 0.0289, 0.5483)
C (1.5163, -0.9380, 1.6292)
C (0.0549, -1.0470, 1.1614)
O (-0.2802, 0.3495, 0.7360)
C (0.9766, 1.0968, 0.5676)
H (3.0268, 0.4315, 0.7787)
H (2.0809, -0.4964, -0.4035)
H (1.5514, -0.4381, 2.5860)
H (2.0049, -1.8842, 1.6531)
H (-0.0114, -1.6632, 0.2514)
H (-0.6049, -1.3688, 1.9279)
H (1.0237, 1.7145, 1.4358)
H (0.9386, 1.6728, -0.3394)

- lowest unoccupied orbital energy (spin up / spin down) (Eh) = -0.3889 / -0.4294
- Kohn-Sham gap (spin up / spin down) (eV) = 8.29 / 8.36
- 2S+1 = 4
- total charge = +2
- <S²> = 3.772

---

A molecular structure, C8H9B2F14N4NiO4S2. Source: the Open Molecules 2025 dataset; level of theory: ωB97M-V with the def2-TZVPD basis set.

Geometry (Å):
Ni (0.7701, -23.2662, -17.0999)
B (0.7077, -20.5715, -19.0964)
F (-0.5625, -20.9176, -19.5250)
F (0.5632, -19.3523, -18.4096)
F (1.2456, -21.6393, -18.3080)
F (1.5767, -20.4791, -20.1491)
B (-1.7967, -21.5014, -16.3055)
F (-0.8881, -20.5621, -16.4155)
F (-1.2266, -22.6768, -16.7239)
F (-2.4185, -21.6637, -15.0973)
F (-2.6799, -21.2202, -17.3009)
C (4.0110, -23.1574, -19.4047)
F (5.0603, -22.4844, -19.9101)
F (2.9284, -22.6107, -19.9957)
F (4.0486, -24.4276, -19.8292)
S (3.9352, -22.9776, -17.5197)
O (5.2159, -23.2850, -17.0090)
O (3.5392, -21.5780, -17.2142)
N (2.5811, -24.0417, -17.0954)
S (3.3477, -25.5145, -16.8133)
O (2.4703, -26.6575, -17.0197)
O (4.6191, -25.7523, -17.5242)
C (3.7674, -25.3026, -14.8858)
F (4.0381, -26.4655, -14.3043)
F (4.6986, -24.3546, -14.7242)
F (2.7037, -24.8587, -14.2565)
C (-0.2940, -26.1938, -20.5293)
C (-0.1888, -24.9913, -19.6841)
N (-0.0928, -24.0330, -18.9987)
H (0.2046, -26.9738, -19.9540)
H (0.2875, -26.1053, -21.4470)
H (-1.3078, -26.3652, -20.8913)
C (0.5707, -20.6080, -13.1705)
C (0.9097, -21.4634, -14.2855)
N (1.2312, -21.9812, -15.2336)
H (-0.5030, -20.4228, -13.2038)
H (1.0005, -19.6385, -13.4224)
H (0.9904, -20.9526, -12.2255)
C (-0.1885, -27.6341, -14.9851)
C (-0.1250, -26.2787, -15.6092)
N (-0.0328, -25.2580, -16.0800)
H (0.1682, -27.6674, -13.9556)
H (0.4070, -28.3400, -15.5640)
H (-1.1132, -28.2100, -15.0225)

- lowest unoccupied orbital energy (spin up / spin down) (Eh) = 0.0724 / 0.0723
- Kohn-Sham gap (spin up / spin down) (eV) = 9.65 / 9.64
- 2S+1 = 3
- energy relative to the best compared isomer or geometry (same formula, charge and spin) (kcal/mol) = 25.0
- total charge = -1
- <S²> = 2.003

---

C8H9BO3 in the gas phase. Source: the Open Molecules 2025 dataset; level of theory: ωB97M-V with the def2-TZVPD basis set.

Geometry (Å):
O (-2.5973, -0.8936, 0.3988)
B (-1.9275, -1.3986, -0.7023)
O (-2.3634, -1.6115, -1.9205)
C (-0.3347, -1.6912, -0.5220)
O (0.0772, -2.2795, 0.6934)
C (0.4419, -1.3246, 1.6550)
C (0.7681, -0.0306, 0.9184)
C (1.0702, 1.2187, 1.3897)
C (1.1801, 2.2875, 0.4778)
C (0.8428, 2.0833, -0.8281)
C (0.3877, 0.8105, -1.2949)
C (0.3597, -0.2169, -0.3840)
H (-3.2754, -0.4349, -0.0796)
H (-3.2470, -1.2626, -2.0289)
H (0.1554, -2.3273, -1.2493)
H (1.2336, -1.6072, 2.3760)
H (-0.3942, -1.0223, 2.4734)
H (1.3815, 1.2995, 2.3358)
H (1.6849, 3.1574, 0.8038)
H (0.7745, 2.9390, -1.4812)
H (0.1103, 0.7204, -2.3382)

- lowest unoccupied orbital energy (Eh) = 0.0045
- Kohn-Sham gap (eV) = 8.73
- 2S+1 = 1
- energy relative to the best compared isomer or geometry (same formula, charge and spin) (kcal/mol) = 24.0

---

C8H9Br2N3O2 in the gas phase. Source: the Open Molecules 2025 dataset; level of theory: ωB97M-V with the def2-TZVPD basis set.

Geometry (Å):
C (2.9928, -0.4272, -0.0301)
C (1.5738, 0.1634, 0.2808)
Br (1.1830, -0.3938, 2.1529)
C (0.5083, -0.3361, -0.7324)
Br (1.0633, 0.3647, -2.5202)
C (-0.9698, 0.1837, -0.4499)
C (-1.6287, 0.4501, -1.8181)
N (-2.2375, 0.6757, -2.7344)
C (-1.0466, 1.5423, 0.3202)
C (-0.4645, 2.7041, -0.4761)
N (-0.0306, 3.6044, -0.9848)
C (-1.9131, -0.8577, 0.2741)
O (-1.2788, -2.0769, 0.6551)
N (-1.3981, -2.3309, 2.0140)
O (-0.6781, -3.2091, 2.2981)
H (3.7259, 0.0159, 0.6712)
H (3.3206, -0.2148, -1.0622)
H (2.9630, -1.5144, 0.2016)
H (1.6375, 1.2683, 0.3260)
H (0.5983, -1.4311, -0.8246)
H (-2.1286, 1.7905, 0.4135)
H (-0.6357, 1.5142, 1.3446)
H (-2.7234, -1.1350, -0.4356)
H (-2.4331, -0.3504, 1.1164)

- lowest unoccupied orbital energy (Eh) = -0.0095
- Kohn-Sham gap (eV) = 10.37
- 2S+1 = 1